Entry 1:
{"formula": "C30H39N3O4S", "method": "wB97M-V/def2-TZVPD", "e_homo_ev": -7.572, "smiles": "CCOC(=O)CCCc1cc2c(cc1C[C@@H](O)CN)Sc1c(CCCOC)cccc1N2.c1ccncc1", "homo_lumo_gap_ev": 8.13, "charge": 0, "elements": ["C", "C", "O", "C", "O", "C", "C", "C", "C", "C", "C", "C", "C", "C", "C", "C", "O", "C", "N", "S", "C", "C", "C", "C", "C", "O", "C", "C", "C", "C", "C", "N", "H", "H", "H", "H", "H", "H", "H", "H", "H", "H", "H", "H", "H", "H", "H", "H", "H", "H", "H", "H", "H", "H", "H", "H", "H", "H", "H", "H", "H", "H", "H", "H", "H", "H", "N", "C", "C", "C", "C", "C", "H", "H", "H", "H", "H"], "positions_angstrom": [[0.2179, 0.4522, 5.4434], [-1.1658, 0.9540, 5.1010], [-1.6967, 0.0551, 4.1060], [-3.0144, 0.3253, 3.8203], [-3.8440, -0.4517, 4.1363], [-3.3166, 1.5548, 3.0148], [-2.6214, 1.5338, 1.6523], [-1.1142, 1.8692, 1.6744], [-0.3892, 1.1510, 0.5628], [-0.2236, -0.2302, 0.7250], [0.4073, -0.9947, -0.2481], [0.8996, -0.3726, -1.3925], [0.7738, 0.9980, -1.5527], [0.1167, 1.7669, -0.5852], [0.0054, 3.2572, -0.8433], [1.3488, 3.9519, -0.6170], [1.4956, 5.0868, -1.4628], [1.6124, 4.3141, 0.8305], [0.6002, 5.2120, 1.4151], [1.6511, -1.4032, -2.6248], [2.4926, -2.5430, -1.5550], [3.7555, -3.0693, -1.8632], [4.4484, -2.6755, -3.1405], [3.8175, -3.2992, -4.3835], [3.7353, -4.8252, -4.3844], [4.7986, -5.4163, -3.6681], [4.4440, -6.6638, -3.1304], [4.3268, -3.9580, -0.9543], [3.6792, -4.3233, 0.2222], [2.4262, -3.8037, 0.5102], [1.8275, -2.9161, -0.3831], [0.5468, -2.3888, -0.1069], [0.1208, -0.5340, 5.8847], [0.7721, 0.3328, 4.5157], [0.7363, 1.1385, 6.1013], [-1.1382, 1.9638, 4.6951], [-1.7977, 0.9335, 5.9881], [-4.3875, 1.5112, 2.8508], [-3.1190, 2.4669, 3.5741], [-2.7866, 0.5552, 1.2095], [-3.0888, 2.2474, 0.9809], [-0.6712, 1.5589, 2.6125], [-1.0111, 2.9458, 1.5975], [-0.5807, -0.7268, 1.6180], [1.1684, 1.4682, -2.4408], [-0.2473, 3.3844, -1.8923], [-0.7861, 3.7000, -0.2512], [2.1207, 3.2394, -0.9053], [1.4568, 5.8858, -0.9311], [1.7549, 3.4191, 1.4312], [2.5703, 4.8374, 0.8497], [0.2269, 4.8276, 2.2686], [-0.1653, 5.3683, 0.7749], [5.5080, -2.8972, -3.0748], [4.3408, -1.5956, -3.2290], [4.3181, -2.9468, -5.2813], [2.7960, -2.9308, -4.4533], [2.7833, -5.1232, -3.9375], [3.7239, -5.1827, -5.4161], [5.3334, -7.1459, -2.7426], [3.9804, -7.3096, -3.8772], [3.7362, -6.5522, -2.3036], [5.2972, -4.3791, -1.1700], [4.1769, -5.0028, 0.8945], [1.9381, -4.0898, 1.4311], [0.1826, -2.7148, 0.7748], [-5.6963, 2.6940, 0.5326], [-5.7089, 3.4165, -0.5864], [-6.3749, 3.0350, -1.7407], [-7.0653, 1.8340, -1.7353], [-7.0622, 1.0689, -0.5806], [-6.3665, 1.5425, 0.5210], [-5.1543, 4.3481, -0.5508], [-6.3507, 3.6638, -2.6199], [-7.5967, 1.4994, -2.6169], [-7.5864, 0.1246, -0.5321], [-6.3414, 0.9727, 1.4442]], "forces_ev_per_angstrom": [[-0.370, -0.128, -0.491], [0.359, -0.251, -0.119], [0.003, 0.334, 0.414], [0.777, 0.482, -0.347], [-1.134, -1.110, 0.389], [-0.214, 0.144, -0.353], [0.467, 0.195, 0.131], [-0.327, -0.229, -0.289], [0.268, -0.241, -0.033], [0.273, 0.079, -0.502], [-0.335, 0.182, 0.218], [0.220, -0.097, -0.101], [-0.228, -0.407, 0.505], [-0.219, 0.194, 0.060], [0.269, -0.532, -0.236], [0.021, -0.138, 0.163], [-0.189, 0.087, -0.060], [0.103, 0.492, 0.170], [0.250, -0.081, -0.106], [-0.011, 0.132, -0.093], [-0.098, -0.084, 0.222], [-0.244, 0.009, 0.261], [-0.165, 0.052, 0.200], [0.005, -0.141, -0.008], [-0.260, 0.209, 0.190], [0.249, 0.148, -0.142], [-0.193, -0.079, 0.118], [-0.067, -0.039, 0.088], [-0.020, 0.335, -0.570], [0.272, -0.038, -0.165], [0.089, -0.298, 0.174], [0.259, 0.216, -0.061], [0.153, -0.070, 0.245], [0.247, 0.090, -0.043], [0.099, 0.032, 0.174], [0.007, 0.194, 0.036], [-0.206, 0.057, 0.013], [-0.166, 0.172, 0.027], [0.199, 0.118, 0.056], [0.074, -0.192, -0.088], [-0.341, 0.049, 0.021], [0.089, -0.053, 0.158], [0.156, 0.156, 0.040], [-0.103, 0.060, 0.160], [0.065, 0.077, -0.121], [-0.090, 0.172, -0.121], [-0.179, 0.145, 0.015], [0.172, -0.005, -0.137], [0.010, 0.088, 0.035], [-0.198, -0.242, 0.019], [0.172, -0.043, -0.005], [-0.117, 0.059, 0.039], [-0.127, -0.012, 0.064], [0.112, -0.169, -0.002], [0.124, 0.180, -0.119], [0.261, 0.089, -0.026], [-0.154, 0.023, -0.170], [-0.059, -0.070, 0.176], [0.018, -0.159, -0.120], [0.226, -0.016, -0.037], [0.037, -0.130, -0.162], [-0.105, 0.101, 0.055], [0.092, 0.004, -0.111], [-0.061, -0.106, 0.187], [-0.201, 0.082, 0.046], [-0.027, -0.065, 0.048], [-0.039, -0.038, -0.054], [0.044, 0.031, 0.074], [-0.008, -0.024, 0.005], [-0.018, -0.013, -0.028], [0.004, 0.022, -0.025], [0.053, 0.029, 0.088], [-0.017, 0.012, -0.041], [0.013, 0.012, 0.003], [0.001, 0.000, -0.001], [0.003, -0.006, 0.020], [-0.027, -0.040, -0.023]]}

---

Entry 2:
{"formula": "C30H39N5O11", "method": "wB97M-V/def2-TZVPD", "e_homo_ev": -0.331, "homo_lumo_gap_ev": 1.96, "charge": -2, "elements": ["N", "H", "H", "H", "H", "C", "C", "O", "H", "H", "H", "H", "H", "C", "C", "O", "H", "H", "H", "H", "H", "C", "C", "O", "H", "H", "H", "H", "H", "C", "C", "C", "C", "C", "C", "N", "O", "O", "H", "H", "H", "H", "H", "C", "C", "C", "C", "C", "C", "N", "O", "O", "H", "H", "H", "H", "H", "C", "C", "C", "C", "C", "C", "N", "O", "O", "H", "H", "H", "H", "H", "C", "C", "C", "C", "C", "C", "N", "O", "O", "H", "H", "H", "H", "H"], "positions_angstrom": [[-0.4212, 1.1006, 2.0685], [0.3237, 1.7650, 2.2227], [-1.3073, 1.5836, 2.1090], [-0.3604, 0.5038, 2.8810], [-0.3792, 0.5824, 1.2026], [4.5297, 6.3313, 0.3869], [3.1695, 5.6656, 0.3325], [2.6621, 5.2588, 1.5662], [4.9322, 6.4125, -0.6228], [5.2880, 5.7100, 0.8634], [4.3524, 7.3484, 0.7363], [3.3547, 4.7517, -0.2318], [2.4341, 6.1855, -0.2814], [0.1585, -5.2109, 5.1405], [-0.7232, -4.0659, 5.5620], [-0.3793, -2.6892, 5.4355], [1.0916, -5.3095, 5.6952], [0.2347, -5.2248, 4.0532], [-0.3252, -6.1330, 5.4628], [-1.0085, -4.3059, 6.5863], [-1.6363, -4.3471, 5.0373], [-4.7186, 2.4658, 7.0097], [-3.9187, 3.5139, 6.2194], [-2.5819, 3.6919, 6.6669], [-4.6412, 2.6133, 8.0869], [-4.6278, 1.4338, 6.6707], [-5.7534, 2.6786, 6.7412], [-4.5485, 4.3982, 6.3166], [-3.8494, 3.1826, 5.1833], [-4.8132, 6.2924, -6.7014], [-5.4633, 6.0059, -5.4909], [-4.8154, 5.1431, -4.5831], [-3.4777, 4.7144, -4.8501], [-2.9431, 4.9581, -6.1471], [-3.5831, 5.7665, -7.0509], [-2.6091, 3.9601, -3.8202], [-3.2306, 3.7229, -2.7792], [-1.5035, 3.6011, -4.0928], [-5.2349, 7.0445, -7.3517], [-6.3884, 6.4574, -5.1641], [-5.2722, 5.0545, -3.6085], [-1.9609, 4.6275, -6.4509], [-3.1086, 6.0636, -7.9745], [5.2348, -2.1602, 2.2333], [5.3725, -0.9812, 2.8904], [6.3633, -0.0791, 2.4500], [7.0837, -0.3500, 1.2493], [6.8647, -1.5714, 0.5985], [5.8819, -2.4429, 1.1127], [7.9742, 0.6831, 0.7340], [8.2812, 0.7045, -0.4778], [8.4359, 1.5492, 1.4178], [4.6666, -2.9970, 2.6119], [4.7713, -0.6945, 3.7406], [6.3998, 0.8790, 2.9471], [7.4570, -1.8491, -0.2608], [5.6178, -3.3600, 0.6071], [4.4981, -1.3219, -5.8579], [4.2631, -0.6074, -4.6930], [3.3511, -1.0432, -3.7793], [2.5452, -2.1681, -4.0277], [2.6359, -2.8057, -5.3038], [3.5783, -2.3311, -6.2115], [1.6314, -2.6619, -3.0002], [1.2525, -3.8293, -3.0751], [1.3995, -1.8573, -2.1038], [5.2341, -1.1333, -6.6254], [4.8576, 0.2715, -4.4919], [3.2687, -0.3894, -2.9236], [2.0620, -3.6958, -5.5150], [3.5939, -2.8355, -7.1663], [-4.9989, -7.0424, -0.0701], [-5.5887, -6.9243, 1.2473], [-5.6832, -5.6614, 1.7979], [-5.1882, -4.5367, 1.0698], [-4.7044, -4.6617, -0.2619], [-4.5453, -5.9578, -0.7691], [-5.2074, -3.1516, 1.6371], [-4.7151, -2.2336, 0.9702], [-5.7549, -2.9444, 2.7388], [-4.7824, -8.0146, -0.4878], [-5.9182, -7.8002, 1.7864], [-6.0285, -5.4122, 2.7904], [-4.3684, -3.8180, -0.8464], [-4.0397, -6.0660, -1.7173]], "forces_ev_per_angstrom": [[-0.258, 0.155, 0.651], [0.583, 0.719, -0.574], [-0.452, 0.402, 0.156], [-0.254, -0.953, 0.492], [0.439, -0.181, -0.218], [-0.310, 0.609, -0.961], [-0.428, -2.483, 1.997], [0.282, 0.781, -0.775], [-0.052, 0.280, -0.584], [-0.328, 0.309, 0.829], [0.749, 0.023, 0.651], [0.168, -0.747, -0.957], [-0.153, 0.967, -0.320], [0.594, -0.490, 0.151], [-0.307, 2.638, 0.378], [0.071, -2.672, -0.426], [0.625, 0.593, -0.440], [0.635, -0.096, -0.075], [-0.563, -0.290, -0.235], [0.003, 0.045, 0.946], [-0.954, 0.322, -0.628], [-0.937, 0.156, -0.712], [3.285, -0.601, 1.642], [-2.008, -0.052, -0.433], [0.348, -0.236, -0.005], [0.763, -0.172, 0.402], [-0.693, 0.074, 0.147], [-0.155, 0.880, -0.328], [-0.675, -0.025, -0.808], [-0.931, 0.814, 0.280], [1.651, -1.097, -0.129], [1.474, 0.780, 0.117], [-0.397, 0.163, -1.533], [0.721, -0.405, 1.488], [-0.830, 0.147, 0.492], [-3.312, 0.222, 0.352], [1.113, 0.204, -0.826], [0.476, 0.160, -0.301], [-0.275, -0.038, -0.159], [-0.084, 0.029, -0.352], [0.231, -0.504, 0.099], [0.161, -0.333, 0.535], [0.007, -0.171, -0.057], [-1.733, -1.318, 1.865], [1.585, 1.974, 0.357], [-0.885, -0.175, -1.015], [-1.277, -0.710, 1.592], [-0.196, 0.408, 0.066], [2.442, 0.131, -2.803], [1.558, 0.681, -3.118], [-1.180, -1.568, 0.768], [-0.405, 0.254, 2.314], [-0.767, 0.406, 0.317], [0.029, -0.225, 0.124], [0.443, 0.092, -0.123], [-0.115, 0.191, -0.185], [0.454, -0.131, -0.163], [-1.697, -0.866, -1.111], [1.499, -0.188, -1.103], [-1.305, -0.048, 0.628], [1.011, 0.101, -1.976], [0.275, 0.724, 1.718], [0.126, -0.248, 0.839], [0.453, 0.106, 0.498], [0.017, 1.253, 0.157], [-0.422, -1.119, -0.441], [0.287, 0.615, 0.336], [0.036, 0.011, 0.208], [-0.423, -0.542, 0.420], [-0.247, 0.149, 0.003], [0.388, 0.085, -0.138], [-0.337, -0.569, 1.893], [0.759, 0.524, -1.896], [0.858, 1.751, -0.418], [0.042, -0.520, -1.574], [-0.093, -0.463, 1.733], [-0.304, 1.057, 0.104], [-0.783, 1.582, 1.235], [-0.442, -1.583, 0.529], [0.956, -1.109, -2.018], [-0.291, -0.234, 0.093], [0.011, 0.009, -0.009], [-0.184, -0.406, 0.135], [-0.047, 0.152, 0.301], [-0.115, -0.163, -0.115]]}

---

Entry 3:
{"formula": "C30H39N5OSc", "method": "wB97M-V/def2-TZVPD", "e_homo_ev": [-0.541, -0.418], "homo_lumo_gap_ev": [3.06, 2.92], "charge": -1, "elements": ["Sc", "N", "N", "C", "C", "C", "C", "H", "H", "H", "C", "C", "H", "H", "H", "C", "C", "H", "H", "H", "C", "H", "H", "H", "C", "H", "H", "H", "C", "H", "C", "H", "C", "H", "C", "H", "C", "C", "H", "C", "C", "H", "C", "H", "N", "C", "C", "C", "H", "C", "C", "H", "H", "H", "C", "H", "C", "C", "H", "H", "H", "C", "H", "H", "H", "C", "N", "C", "N", "O", "H", "H", "H", "H", "H", "H"], "positions_angstrom": [[0.0440, -0.0273, 0.5638], [0.3661, -3.5971, 2.3798], [0.1339, -1.9711, -0.8716], [0.6753, 2.2638, -0.1735], [1.8195, 1.4679, 0.1601], [1.7654, 1.1744, 1.5653], [2.7935, 0.3499, 2.2540], [3.5909, 0.0506, 1.5597], [2.3554, -0.5791, 2.6486], [3.2504, 0.8882, 3.1002], [0.5553, 1.7717, 2.0863], [0.0512, 1.8425, 3.4819], [0.3726, 2.7591, 4.0054], [0.3831, 0.9795, 4.0608], [-1.0500, 1.8188, 3.4952], [-0.1290, 2.3999, 0.9977], [-1.4202, 3.1302, 1.1227], [-2.1186, 2.5857, 1.7736], [-1.8993, 3.2443, 0.1438], [-1.2788, 4.1329, 1.5561], [2.9055, 1.0257, -0.7552], [3.8178, 1.6284, -0.6180], [2.6015, 1.1087, -1.8042], [3.1826, -0.0254, -0.5830], [0.4384, 2.9264, -1.4783], [-0.6320, 3.0683, -1.6566], [0.8237, 2.3167, -2.3010], [0.9257, 3.9138, -1.5251], [-0.3687, -4.0600, 3.3898], [0.1388, -4.2743, 4.3431], [-1.7389, -4.3339, 3.2680], [-2.2989, -4.6847, 4.1363], [-2.3556, -4.1382, 2.0271], [-3.4118, -4.3244, 1.8879], [-1.6276, -3.5134, 1.0090], [-2.0692, -3.2112, 0.0687], [-0.2846, -3.1557, 1.2876], [0.4907, -2.2346, 0.4812], [1.5680, -2.2345, 0.6862], [-0.2561, -0.7331, -1.3657], [0.2276, -2.9054, -1.9173], [0.5234, -3.9225, -1.7269], [0.0022, -2.2282, -3.0534], [0.0044, -2.5731, -4.0778], [-0.2904, -0.9044, -2.7104], [-0.5033, 0.1716, -3.6223], [0.5070, 0.5321, -4.5303], [0.2921, 1.6383, -5.3589], [1.0808, 1.9306, -6.0515], [-0.8827, 2.3875, -5.2976], [-1.1222, 3.5299, -6.2416], [-1.6643, 4.3398, -5.7427], [-1.7228, 3.2254, -7.1102], [-0.1768, 3.9290, -6.6201], [-1.8595, 2.0201, -4.3699], [-2.7771, 2.6084, -4.2976], [-1.6807, 0.9295, -3.5125], [-2.7341, 0.6108, -2.4979], [-2.9141, -0.4675, -2.3878], [-3.6773, 1.0837, -2.8144], [-2.4785, 1.0329, -1.5080], [1.8111, -0.1926, -4.5889], [1.7414, -1.1540, -5.1137], [2.2481, -0.3702, -3.5985], [2.5201, 0.4273, -5.1477], [-1.4901, -1.0433, 5.4585], [-0.1032, -1.3524, 5.7468], [0.7897, -1.4674, 4.7282], [2.0147, -2.0137, 5.0200], [0.4942, -1.1366, 3.5503], [-1.5873, -0.9205, 4.3746], [-1.8082, -0.1254, 5.9603], [-2.1474, -1.8497, 5.7962], [0.1979, -1.5654, 6.6792], [2.6431, -2.0297, 4.2315], [2.4120, -1.9249, 5.9449]], "forces_ev_per_angstrom": [[-1.186, 0.593, 0.917], [-0.215, -0.173, 1.179], [-0.225, -2.631, -1.250], [0.403, -0.363, 0.974], [-0.564, 0.564, 0.848], [-0.603, 1.316, -0.498], [0.331, -0.500, 0.516], [-0.127, 0.241, 0.188], [0.172, 0.311, -0.074], [-0.025, -0.123, -0.174], [0.571, 0.080, -0.983], [-0.138, -0.180, 0.614], [-0.042, -0.110, -0.166], [0.004, 0.240, 0.011], [0.283, 0.041, 0.021], [1.077, -0.358, 0.044], [-0.344, 0.249, 0.077], [0.154, 0.158, -0.229], [0.016, 0.027, 0.190], [-0.048, -0.021, -0.094], [0.448, -0.088, -0.306], [-0.057, -0.070, -0.094], [0.032, 0.010, 0.161], [-0.074, 0.255, -0.090], [-0.192, -0.010, -0.434], [0.105, 0.053, -0.086], [-0.055, 0.131, -0.033], [-0.117, -0.194, -0.002], [-0.600, -0.556, -0.620], [-0.056, 0.055, -0.460], [0.192, -0.068, 0.431], [0.114, -0.019, -0.263], [0.716, 0.966, -0.460], [-0.044, -0.206, 0.005], [-0.175, -0.379, 0.976], [-0.066, -0.053, 0.029], [0.677, 0.567, -0.976], [0.001, -0.753, 0.626], [-0.111, -0.229, -0.115], [0.104, 0.836, 0.880], [0.377, 0.948, 0.685], [-0.093, -0.033, -0.055], [-0.049, -0.373, -0.732], [-0.069, 0.084, 0.139], [-0.193, 0.353, -1.799], [0.090, -0.342, 0.489], [-0.545, 0.331, -0.057], [-0.154, -0.189, 0.176], [-0.108, -0.020, 0.066], [-0.064, -0.321, 0.050], [-0.036, 0.213, -0.108], [0.081, -0.048, -0.080], [0.104, 0.002, 0.151], [-0.095, 0.005, 0.026], [0.345, -0.200, 0.135], [0.183, -0.160, 0.004], [0.010, 0.261, -0.341], [-0.583, 0.242, 0.049], [0.229, 0.358, 0.103], [0.170, -0.145, 0.073], [0.018, -0.426, -0.275], [0.582, 0.012, -0.158], [-0.015, 0.079, 0.189], [-0.270, -0.077, -0.147], [-0.001, -0.135, 0.037], [-0.212, 0.109, 0.176], [0.147, 0.092, -0.146], [-0.731, 0.694, -2.826], [0.057, 0.031, 0.229], [0.542, -0.789, 2.673], [0.019, -0.036, 0.293], [0.077, 0.039, -0.109], [0.078, -0.033, -0.124], [-0.145, -0.150, 0.056], [-0.001, 0.050, 0.151], [-0.082, -0.032, -0.270]]}